Entry 1:
Here is a single C4H3NO2 molecule from the Open Molecules 2025 dataset. Energies are from wB97M-V/def2-TZVPD.

XYZ file:
```
10
Properties=species:S:1:pos:R:3:nbo_charge:R:1
O 2.735 0.711 0.544 -0.47
C 2.010 0.051 -0.159 0.37
C 0.546 -0.042 0.025 0.38
N -0.208 -0.883 -0.625 -0.43
C -1.453 -0.613 -0.140 -0.05
C -1.417 0.437 0.717 -0.02
O -0.095 0.796 0.849 -0.37
H 2.361 -0.541 -1.024 0.14
H -2.379 -1.061 -0.470 0.22
H -2.101 1.146 0.284 0.23
```

The calculated total energy is -359.38657 hartree. As for the HOMO energy: -9.92 eV. As for the HOMO-LUMO gap: 9.32 eV. The SMILES is O=Cc1ncco1. Its energy above the lowest of the compared OMol25 structures with the same formula, charge and spin is 52.58 kcal/mol. The LUMO energy comes out at -0.6 eV.


Entry 2:
Here is a single C2H2N2O2S molecule from the Open Molecules 2025 dataset. Energies are from wB97M-V/def2-TZVPD.

XYZ file:
```
9
Properties=species:S:1:pos:R:3:nbo_charge:R:1
N -0.651 -1.764 2.249 -0.28
C -0.638 -1.280 1.221 0.26
C -0.662 -0.592 -0.067 -0.33
N 0.706 -0.150 -0.259 -0.78
S 1.007 1.253 -0.735 2.28
O 2.412 1.565 -0.833 -0.81
O 0.009 2.270 -0.918 -0.83
H -0.866 -1.461 -0.742 0.26
H -1.318 0.159 0.083 0.24
```

The calculated total energy is -735.49520 hartree. As for the HOMO energy: -11.82 eV. As for the HOMO-LUMO gap: 10.91 eV. The SMILES is N#CCN=S(=O)=O. Its energy above the lowest of the compared OMol25 structures with the same formula, charge and spin is 57.78 kcal/mol. The LUMO energy comes out at -0.9 eV.


Entry 3:
Here is an isolated ion of composition H3N4O2 and charge -1 from the Open Molecules 2025 dataset. Energies are from wB97M-V/def2-TZVPD.

XYZ file:
```
9
Properties=species:S:1:pos:R:3:nbo_charge:R:1
N 1.583 -0.944 -0.772 -0.68
N 0.804 0.140 -0.990 -0.39
N -0.217 0.326 -0.037 0.36
O -0.358 -0.416 0.938 -0.61
N -0.947 1.327 -0.360 -0.08
O -1.911 1.559 0.680 -0.66
H 1.947 -1.074 0.268 0.30
H 1.170 -1.779 -1.076 0.31
H -2.071 0.860 1.349 0.47
```

The net charge is -1. The calculated total energy is -371.13958 hartree. As for the HOMO energy: -2.47 eV. As for the HOMO-LUMO gap: 7.03 eV. The SMILES is N[N-][N+](=O)[N-]O. Its energy above the lowest of the compared OMol25 structures with the same formula, charge and spin is 27.48 kcal/mol. The LUMO energy comes out at 4.6 eV.


Entry 4:
Here is a single C5H8O2 molecule from the Open Molecules 2025 dataset. Energies are from wB97M-V/def2-TZVPD.

XYZ file:
```
15
Properties=species:S:1:pos:R:3:nbo_charge:R:1
O -1.226 -2.168 -0.015 -0.52
C -1.059 -0.984 0.082 0.62
C -1.846 0.241 -0.380 -0.53
C -0.599 1.100 -0.040 -0.39
C 0.115 -0.133 0.576 -0.36
C 1.458 -0.546 0.007 -0.05
O 2.387 0.479 0.293 -0.72
H -2.157 0.206 -1.428 0.23
H -2.724 0.440 0.243 0.24
H -0.773 1.920 0.659 0.22
H -0.089 1.497 -0.922 0.21
H 0.171 -0.086 1.670 0.24
H 1.757 -1.507 0.452 0.18
H 1.357 -0.703 -1.080 0.16
H 3.228 0.243 -0.116 0.47
```

The calculated total energy is -345.76155 hartree. As for the HOMO energy: -9.55 eV. As for the HOMO-LUMO gap: 10.38 eV. The SMILES is O=C1CC[C@@H]1CO. Its energy above the lowest of the compared OMol25 structures with the same formula, charge and spin is 27.24 kcal/mol. The LUMO energy comes out at 0.8 eV.